1.
Below is C2H5NOS in the gas phase in a non-equilibrium geometry, with properties calculated with wB97M-V/def2-TZVPD.

CARTESIAN COORDINATES (ANGSTROEM)
C: 3.063 -0.456 -0.099
C: -0.670 0.465 -0.105
N: 0.434 0.020 0.534
O: 4.173 -0.357 -0.393
S: 1.766 1.078 0.401
H: 2.343 -1.198 -0.082
H: -0.341 1.008 -0.982
H: -1.453 -0.314 -0.550
H: -1.345 1.227 0.358
H: 0.365 -0.322 1.516

Calculated values
SMILES   CNSC=O
LUMO energy   0.80 eV
Multiplicity   1
HOMO level   -8.7267 eV
Kohn-Sham gap   0.350 hartree

***

2.
Below is a 2-piece molecular cluster, C7H14N2 overall in a non-equilibrium geometry, with properties calculated with wB97M-V/def2-TZVPD.

CARTESIAN COORDINATES (ANGSTROEM)
C: 1.285 -0.595 -2.275
C: 2.507 -1.133 -2.958
C: 0.840 0.693 -2.965
H: 0.580 -1.422 -2.065
H: 1.247 -0.643 -1.165
H: 2.269 -1.987 -3.573
H: 1.510 1.470 -3.009
H: 0.424 0.586 -4.018
H: 3.313 -1.384 -2.228
H: 2.943 -0.177 -3.488
H: 0.012 0.884 -2.168
C: -3.025 -0.748 2.706
C: -0.482 -0.164 2.622
C: -1.831 0.097 2.474
C: -0.757 1.975 2.157
N: 0.241 1.013 2.596
N: -2.029 1.480 2.157
H: 0.197 -0.966 2.773
H: 1.128 0.973 2.264
H: -3.820 -0.097 2.702
H: -2.995 -1.443 3.542
H: -0.529 3.036 2.046
H: -3.028 -1.447 1.873

Calculated values
SMILES   Cc1c[nH]cn1.CCC
LUMO energy   0.69 eV
Multiplicity   1
HOMO level   -8.4468 eV
Kohn-Sham gap   0.336 hartree

***

3.
Below is CH8N5 as an isolated structure in a non-equilibrium geometry, with properties calculated with wB97M-V/def2-TZVPD.

CARTESIAN COORDINATES (ANGSTROEM)
C: 0.928 -0.084 -0.285
N: -0.247 0.503 -0.128
N: 1.157 -1.333 -0.491
N: 2.589 0.864 0.071
N: -2.663 0.447 0.043
N: -1.571 -0.320 0.170
H: -0.332 1.496 -0.076
H: 0.360 -1.873 -0.691
H: 2.203 -1.665 -0.712
H: 3.317 0.185 -0.083
H: 2.510 0.895 1.052
H: -2.652 1.325 0.511
H: -2.929 0.632 -0.977
H: -1.496 -0.662 1.169

Calculated values
LUMO energy   -4.41 eV
Multiplicity   1
HOMO level   -14.3867 eV
Kohn-Sham gap   0.367 hartree
Charge   +1

***

4.
Below is C37H33F2Sn as an isolated structure in a non-equilibrium geometry, with properties calculated with wB97M-V/def2-TZVPD.

CARTESIAN COORDINATES (ANGSTROEM)
C: -1.241 -1.629 -1.975
C: -0.461 -0.922 -0.892
C: 0.847 -1.249 -0.731
C: -1.148 0.102 -0.048
Sn: -1.565 2.005 -1.072
C: -2.673 3.313 0.294
C: -2.982 4.617 -0.089
C: -3.685 5.451 0.798
C: -4.074 4.977 2.055
C: -3.762 3.664 2.423
C: -3.059 2.826 1.540
C: 0.281 3.097 -1.433
C: 1.028 2.866 -2.587
C: 2.185 3.626 -2.827
C: 2.603 4.593 -1.905
C: 1.855 4.803 -0.741
C: 0.689 4.055 -0.504
C: -2.874 1.907 -2.815
C: -4.224 2.231 -2.664
C: -5.066 2.269 -3.788
C: -4.557 1.982 -5.060
C: -3.204 1.654 -5.200
C: -2.360 1.609 -4.077
H: -2.325 -1.466 -1.909
H: -0.908 -1.310 -2.976
H: -1.055 -2.715 -1.919
H: 1.418 -0.912 0.130
H: 1.349 -1.793 -1.532
H: -2.168 -0.178 0.254
H: -0.540 0.430 0.805
H: -2.689 5.006 -1.067
H: -3.925 6.471 0.500
H: -4.619 5.626 2.744
H: -4.063 3.284 3.399
H: -2.822 1.802 1.839
H: 0.727 2.104 -3.310
H: 2.761 3.458 -3.739
H: 3.505 5.180 -2.093
H: 2.173 5.550 -0.012
H: 0.111 4.238 0.405
H: -4.635 2.469 -1.680
H: -6.119 2.525 -3.665
H: -5.211 2.016 -5.935
H: -2.798 1.433 -6.189
H: -1.308 1.348 -4.209
F: 6.984 -2.038 2.371
C: 6.177 -2.211 1.270
C: 6.737 -2.052 0.003
C: 5.902 -2.259 -1.107
C: 4.557 -2.573 -0.944
C: 3.990 -2.724 0.349
C: 2.634 -3.159 0.521
C: 2.164 -3.630 1.742
C: 0.892 -4.147 1.944
C: 0.410 -4.558 3.220
C: 1.177 -4.338 4.401
C: 0.641 -4.681 5.632
F: 1.399 -4.446 6.755
C: -0.621 -5.252 5.781
C: -1.358 -5.521 4.614
C: -0.856 -5.192 3.361
C: 4.832 -2.487 1.475
H: 7.781 -1.766 -0.103
H: 6.321 -2.154 -2.108
H: 3.917 -2.725 -1.814
H: 2.003 -3.324 -0.353
H: 2.851 -3.660 2.589
H: 0.233 -4.260 1.083
H: 2.163 -3.882 4.353
H: -0.995 -5.493 6.771
H: -2.347 -5.973 4.704
H: -1.432 -5.400 2.457
H: 4.433 -2.513 2.487

Calculated values
LUMO energy   2.09 eV
Multiplicity   1
HOMO level   -2.2991 eV
Kohn-Sham gap   0.161 hartree
Charge   -1

***

5.
Below is a 2-piece molecular cluster, C7H15N2O overall in a non-equilibrium geometry, with properties calculated with wB97M-V/def2-TZVPD.

CARTESIAN COORDINATES (ANGSTROEM)
C: -3.059 1.286 0.484
C: -2.509 0.012 0.005
C: 3.083 0.465 -0.065
C: 2.304 0.177 -1.278
C: 1.605 0.678 0.000
C: -1.473 -0.128 -0.788
C: 0.715 -0.204 0.831
N: 0.116 0.026 1.858
N: 0.744 -1.595 0.490
O: -1.095 -1.412 -1.325
H: -4.059 1.345 0.048
H: -2.409 2.051 0.030
H: -3.049 -0.968 0.270
H: 3.553 -0.367 0.489
H: 3.645 1.346 -0.038
H: 2.484 0.861 -2.068
H: 2.108 -0.820 -1.626
H: 1.236 1.772 0.195
H: -1.051 0.815 -1.169
H: 0.108 0.991 1.990
H: -3.436 1.399 1.463
H: 0.200 -2.058 1.220
H: 1.723 -1.954 0.520
H: 0.239 -1.586 -0.542
H: -1.723 -2.132 -0.993

Calculated values
LUMO energy   -3.04 eV
Multiplicity   1
HOMO level   -12.8773 eV
Kohn-Sham gap   0.362 hartree
Charge   +1

***

6.
Below is a 3-piece molecular cluster, C17H41Br2N4O8P2 overall in a non-equilibrium geometry, with properties calculated with wB97M-V/def2-TZVPD.

CARTESIAN COORDINATES (ANGSTROEM)
C: 8.824 4.337 0.556
C: 7.425 3.842 0.739
Br: 7.224 2.002 1.099
C: 6.336 4.606 0.641
Br: 6.454 6.433 0.227
N: 5.033 4.051 0.821
C: 4.233 4.346 1.814
N: 4.572 5.241 2.819
N: 3.016 3.725 1.869
C: 3.104 2.343 2.499
N: 2.099 1.437 1.970
H: 8.980 5.239 1.148
H: 9.549 3.605 0.898
H: 9.002 4.588 -0.490
H: 4.684 3.379 0.143
H: 5.155 4.775 3.510
H: 5.036 6.073 2.463
H: 2.454 4.278 2.511
H: 4.098 1.962 2.251
H: 3.034 2.440 3.583
H: 1.572 1.950 1.274
H: 2.560 0.671 1.496
O: -2.547 -1.244 3.198
P: -3.278 -0.024 3.559
O: -4.813 -0.302 3.859
C: -5.188 -1.123 4.980
C: -4.892 -0.477 6.319
O: -3.432 0.846 2.207
C: -2.880 0.388 0.973
C: -3.859 -0.476 0.204
O: -3.000 1.227 4.507
C: -1.654 1.478 4.959
C: -0.701 1.717 3.805
H: -4.686 -2.090 4.899
H: -6.257 -1.295 4.876
H: -3.817 -0.390 6.491
H: -5.308 -1.082 7.125
H: -5.318 0.524 6.368
H: -1.942 -0.141 1.146
H: -2.636 1.280 0.392
H: -4.366 -1.193 0.849
H: -3.351 -1.022 -0.593
H: -4.635 0.141 -0.250
H: -1.314 0.638 5.570
H: -1.706 2.352 5.605
H: -0.599 0.829 3.179
H: 0.291 1.975 4.178
H: -1.068 2.524 3.169
O: -1.953 -1.928 -4.487
P: -1.389 -3.208 -4.934
O: -2.298 -3.918 -6.029
C: -2.491 -3.298 -7.310
C: -1.235 -3.273 -8.159
O: -1.579 -4.254 -3.723
C: -2.180 -3.859 -2.490
C: -3.685 -4.038 -2.516
O: 0.057 -3.726 -5.354
C: 1.218 -2.945 -5.003
C: 1.365 -2.767 -3.505
H: -2.877 -2.286 -7.165
H: -3.265 -3.879 -7.808
H: -0.478 -2.611 -7.733
H: -1.467 -2.911 -9.160
H: -0.799 -4.269 -8.232
H: -1.910 -2.830 -2.245
H: -1.743 -4.489 -1.714
H: -4.124 -3.686 -3.449
H: -4.155 -3.501 -1.691
H: -3.941 -5.095 -2.425
H: 1.163 -1.974 -5.502
H: 2.075 -3.476 -5.411
H: 0.536 -2.188 -3.091
H: 2.292 -2.237 -3.280
H: 1.374 -3.733 -3.001

Calculated values
LUMO energy   -4.25 eV
Multiplicity   1
HOMO level   -11.6666 eV
Kohn-Sham gap   0.273 hartree
Charge   +1

***

Copy entry 6 word for word.
Below is a 3-piece molecular cluster, C17H41Br2N4O8P2 overall in a non-equilibrium geometry, with properties calculated with wB97M-V/def2-TZVPD.

CARTESIAN COORDINATES (ANGSTROEM)
C: 8.824 4.337 0.556
C: 7.425 3.842 0.739
Br: 7.224 2.002 1.099
C: 6.336 4.606 0.641
Br: 6.454 6.433 0.227
N: 5.033 4.051 0.821
C: 4.233 4.346 1.814
N: 4.572 5.241 2.819
N: 3.016 3.725 1.869
C: 3.104 2.343 2.499
N: 2.099 1.437 1.970
H: 8.980 5.239 1.148
H: 9.549 3.605 0.898
H: 9.002 4.588 -0.490
H: 4.684 3.379 0.143
H: 5.155 4.775 3.510
H: 5.036 6.073 2.463
H: 2.454 4.278 2.511
H: 4.098 1.962 2.251
H: 3.034 2.440 3.583
H: 1.572 1.950 1.274
H: 2.560 0.671 1.496
O: -2.547 -1.244 3.198
P: -3.278 -0.024 3.559
O: -4.813 -0.302 3.859
C: -5.188 -1.123 4.980
C: -4.892 -0.477 6.319
O: -3.432 0.846 2.207
C: -2.880 0.388 0.973
C: -3.859 -0.476 0.204
O: -3.000 1.227 4.507
C: -1.654 1.478 4.959
C: -0.701 1.717 3.805
H: -4.686 -2.090 4.899
H: -6.257 -1.295 4.876
H: -3.817 -0.390 6.491
H: -5.308 -1.082 7.125
H: -5.318 0.524 6.368
H: -1.942 -0.141 1.146
H: -2.636 1.280 0.392
H: -4.366 -1.193 0.849
H: -3.351 -1.022 -0.593
H: -4.635 0.141 -0.250
H: -1.314 0.638 5.570
H: -1.706 2.352 5.605
H: -0.599 0.829 3.179
H: 0.291 1.975 4.178
H: -1.068 2.524 3.169
O: -1.953 -1.928 -4.487
P: -1.389 -3.208 -4.934
O: -2.298 -3.918 -6.029
C: -2.491 -3.298 -7.310
C: -1.235 -3.273 -8.159
O: -1.579 -4.254 -3.723
C: -2.180 -3.859 -2.490
C: -3.685 -4.038 -2.516
O: 0.057 -3.726 -5.354
C: 1.218 -2.945 -5.003
C: 1.365 -2.767 -3.505
H: -2.877 -2.286 -7.165
H: -3.265 -3.879 -7.808
H: -0.478 -2.611 -7.733
H: -1.467 -2.911 -9.160
H: -0.799 -4.269 -8.232
H: -1.910 -2.830 -2.245
H: -1.743 -4.489 -1.714
H: -4.124 -3.686 -3.449
H: -4.155 -3.501 -1.691
H: -3.941 -5.095 -2.425
H: 1.163 -1.974 -5.502
H: 2.075 -3.476 -5.411
H: 0.536 -2.188 -3.091
H: 2.292 -2.237 -3.280
H: 1.374 -3.733 -3.001

Calculated values
LUMO energy   -4.25 eV
Multiplicity   1
HOMO level   -11.6666 eV
Kohn-Sham gap   0.273 hartree
Charge   +1

***

Which of these has the highest HOMO level?
C37H33F2Sn

***

multiplicity of number 2 (C7H14N2)?
1

***

Copy entry 6 word for word.
Below is a 3-piece molecular cluster, C17H41Br2N4O8P2 overall in a non-equilibrium geometry, with properties calculated with wB97M-V/def2-TZVPD.

CARTESIAN COORDINATES (ANGSTROEM)
C: 8.824 4.337 0.556
C: 7.425 3.842 0.739
Br: 7.224 2.002 1.099
C: 6.336 4.606 0.641
Br: 6.454 6.433 0.227
N: 5.033 4.051 0.821
C: 4.233 4.346 1.814
N: 4.572 5.241 2.819
N: 3.016 3.725 1.869
C: 3.104 2.343 2.499
N: 2.099 1.437 1.970
H: 8.980 5.239 1.148
H: 9.549 3.605 0.898
H: 9.002 4.588 -0.490
H: 4.684 3.379 0.143
H: 5.155 4.775 3.510
H: 5.036 6.073 2.463
H: 2.454 4.278 2.511
H: 4.098 1.962 2.251
H: 3.034 2.440 3.583
H: 1.572 1.950 1.274
H: 2.560 0.671 1.496
O: -2.547 -1.244 3.198
P: -3.278 -0.024 3.559
O: -4.813 -0.302 3.859
C: -5.188 -1.123 4.980
C: -4.892 -0.477 6.319
O: -3.432 0.846 2.207
C: -2.880 0.388 0.973
C: -3.859 -0.476 0.204
O: -3.000 1.227 4.507
C: -1.654 1.478 4.959
C: -0.701 1.717 3.805
H: -4.686 -2.090 4.899
H: -6.257 -1.295 4.876
H: -3.817 -0.390 6.491
H: -5.308 -1.082 7.125
H: -5.318 0.524 6.368
H: -1.942 -0.141 1.146
H: -2.636 1.280 0.392
H: -4.366 -1.193 0.849
H: -3.351 -1.022 -0.593
H: -4.635 0.141 -0.250
H: -1.314 0.638 5.570
H: -1.706 2.352 5.605
H: -0.599 0.829 3.179
H: 0.291 1.975 4.178
H: -1.068 2.524 3.169
O: -1.953 -1.928 -4.487
P: -1.389 -3.208 -4.934
O: -2.298 -3.918 -6.029
C: -2.491 -3.298 -7.310
C: -1.235 -3.273 -8.159
O: -1.579 -4.254 -3.723
C: -2.180 -3.859 -2.490
C: -3.685 -4.038 -2.516
O: 0.057 -3.726 -5.354
C: 1.218 -2.945 -5.003
C: 1.365 -2.767 -3.505
H: -2.877 -2.286 -7.165
H: -3.265 -3.879 -7.808
H: -0.478 -2.611 -7.733
H: -1.467 -2.911 -9.160
H: -0.799 -4.269 -8.232
H: -1.910 -2.830 -2.245
H: -1.743 -4.489 -1.714
H: -4.124 -3.686 -3.449
H: -4.155 -3.501 -1.691
H: -3.941 -5.095 -2.425
H: 1.163 -1.974 -5.502
H: 2.075 -3.476 -5.411
H: 0.536 -2.188 -3.091
H: 2.292 -2.237 -3.280
H: 1.374 -3.733 -3.001

Calculated values
LUMO energy   -4.25 eV
Multiplicity   1
HOMO level   -11.6666 eV
Kohn-Sham gap   0.273 hartree
Charge   +1